{"formula": "C43H39GeN5O4Tc", "method": "wB97M-V/def2-TZVPD", "species": ["Tc", "C", "C", "C", "C", "C", "C", "C", "C", "N", "C", "O", "C", "C", "C", "C", "C", "N", "C", "O", "N", "C", "C", "C", "C", "C", "C", "C", "C", "H", "H", "H", "H", "H", "H", "H", "H", "H", "H", "H", "H", "H", "H", "H", "H", "H", "H", "H", "H", "H", "N", "N", "C", "O", "O", "H", "H", "H", "C", "Ge", "C", "C", "C", "C", "C", "C", "C", "C", "C", "C", "C", "C", "C", "C", "C", "C", "C", "C", "H", "H", "H", "H", "H", "H", "H", "H", "H", "H", "H", "H", "H", "H", "H"], "coordinates": [[-1.329, -0.326, -0.910], [-3.406, -3.373, 0.747], [-2.034, -3.839, 0.357], [-1.944, -5.147, -0.151], [-0.778, -5.741, -0.516], [0.429, -5.069, -0.312], [0.424, -3.766, 0.249], [1.834, -3.146, 0.477], [-0.820, -3.165, 0.550], [-0.910, -1.687, 0.776], [-1.779, -1.317, 1.965], [-1.922, -2.018, 2.931], [-2.484, 0.024, 1.764], [-3.193, 0.722, 2.719], [-3.879, 1.879, 2.341], [-3.752, 2.403, 1.047], [-2.926, 1.755, 0.194], [-2.415, 0.589, 0.562], [-2.456, 2.297, -1.190], [-2.822, 3.360, -1.611], [-1.528, 1.445, -1.728], [-0.966, 1.829, -2.975], [-1.662, 1.636, -4.166], [-3.073, 1.124, -4.175], [-0.973, 1.864, -5.361], [0.252, 2.461, -5.388], [0.872, 2.792, -4.179], [0.320, 2.440, -2.981], [1.165, 2.760, -1.737], [-4.091, -3.980, 0.158], [-3.606, -2.364, 0.500], [-3.658, -3.514, 1.804], [-2.841, -5.742, -0.303], [-0.680, -6.712, -0.891], [1.327, -5.594, -0.566], [2.490, -4.018, 0.523], [1.891, -2.657, 1.438], [2.258, -2.462, -0.274], [-3.276, 0.326, 3.766], [-4.462, 2.421, 3.072], [-4.217, 3.378, 0.805], [-3.721, 2.017, -4.414], [-3.390, 0.648, -3.225], [-3.211, 0.346, -4.961], [-1.509, 1.598, -6.262], [0.718, 2.662, -6.332], [1.833, 3.285, -4.165], [2.211, 2.660, -2.063], [1.022, 2.031, -0.977], [0.904, 3.711, -1.265], [-0.699, -1.445, -2.656], [-1.811, -1.957, -3.287], [-2.919, -2.119, -2.531], [-3.867, -2.789, -2.837], [-2.919, -1.402, -1.435], [-0.212, -0.824, -3.279], [-0.055, -2.144, -2.371], [-1.671, -2.658, -4.031], [-0.035, -0.655, 0.270], [1.574, 0.247, 1.198], [3.221, 0.137, 0.208], [4.420, 0.489, 0.920], [5.586, 0.572, 0.184], [5.645, 0.133, -1.142], [4.493, -0.275, -1.811], [3.285, -0.214, -1.145], [1.075, 2.139, 1.562], [2.007, 2.845, 2.346], [1.826, 4.209, 2.634], [0.824, 4.950, 2.032], [-0.064, 4.288, 1.186], [0.018, 2.891, 1.011], [1.561, -0.448, 3.034], [2.557, -1.220, 3.660], [2.531, -1.486, 5.020], [1.592, -0.918, 5.809], [0.556, -0.150, 5.251], [0.570, 0.092, 3.900], [4.429, 0.667, 1.984], [6.507, 0.749, 0.715], [6.543, 0.247, -1.681], [4.556, -0.607, -2.822], [2.394, -0.505, -1.642], [2.864, 2.290, 2.830], [2.407, 4.699, 3.369], [0.709, 6.013, 2.261], [-0.875, 4.844, 0.715], [-0.600, 2.402, 0.213], [3.373, -1.569, 3.093], [3.257, -2.169, 5.414], [1.647, -1.101, 6.884], [-0.302, 0.223, 5.804], [-0.234, 0.699, 3.498]], "e_lumo_ev": -4.1, "homo_energy_ev": -11.22, "orbital_gap_ha": 0.2631, "total_charge": 1, "de_lowest_kj_mol": 0.0, "largest_force_ev_per_a": 2.532}

***

{"formula": "C43H39I2N2P2SiTi", "method": "wB97M-V/def2-TZVPD", "species": ["Ti", "C", "Si", "C", "C", "C", "C", "C", "C", "P", "C", "C", "C", "C", "C", "C", "C", "C", "C", "C", "C", "C", "C", "C", "C", "C", "C", "C", "P", "C", "C", "C", "C", "C", "C", "C", "C", "C", "C", "C", "C", "H", "H", "H", "H", "H", "H", "H", "H", "H", "H", "H", "H", "H", "H", "H", "H", "H", "H", "H", "H", "H", "H", "H", "H", "H", "H", "H", "H", "H", "H", "H", "I", "C", "I", "H", "H", "N", "C", "C", "C", "N", "C", "C", "H", "H", "H", "H", "H", "H"], "coordinates": [[-1.310, 0.338, 0.428], [-2.299, -3.303, 0.996], [-0.913, -2.149, 0.453], [0.529, -2.462, 1.727], [0.738, -3.622, 2.450], [1.683, -3.753, 3.470], [2.528, -2.670, 3.690], [2.415, -1.551, 2.889], [1.333, -1.376, 1.996], [1.198, 0.021, 0.890], [2.730, 0.030, -0.128], [3.275, -1.139, -0.658], [4.416, -1.052, -1.445], [5.080, 0.139, -1.483], [4.628, 1.337, -0.934], [3.380, 1.221, -0.355], [1.249, 1.668, 1.694], [0.893, 2.838, 0.996], [0.917, 4.146, 1.562], [1.273, 4.309, 2.874], [1.512, 3.141, 3.645], [1.510, 1.889, 3.022], [-0.261, -2.685, -1.208], [-0.084, -4.072, -1.374], [0.239, -4.595, -2.638], [0.356, -3.691, -3.725], [0.222, -2.325, -3.507], [-0.070, -1.841, -2.266], [-0.632, -0.105, -2.038], [-1.991, -0.019, -3.131], [-2.912, -1.093, -2.960], [-4.033, -1.123, -3.771], [-4.277, -0.157, -4.761], [-3.462, 0.954, -4.751], [-2.363, 1.061, -3.948], [0.661, 1.025, -2.709], [1.859, 0.574, -3.284], [2.773, 1.521, -3.816], [2.591, 2.864, -3.640], [1.444, 3.300, -2.961], [0.547, 2.423, -2.480], [-1.894, -4.103, 1.519], [-2.761, -3.680, 0.075], [-3.073, -2.697, 1.522], [0.079, -4.515, 2.325], [1.760, -4.684, 3.866], [3.343, -2.747, 4.384], [3.100, -0.730, 3.041], [2.669, -2.018, -0.708], [4.794, -1.905, -1.899], [6.055, 0.019, -1.924], [5.170, 2.277, -0.873], [2.972, 2.114, 0.045], [0.648, 2.675, -0.017], [0.742, 5.011, 0.901], [1.291, 5.327, 3.254], [1.719, 3.147, 4.756], [1.845, 1.067, 3.688], [-0.277, -4.825, -0.641], [0.438, -5.651, -2.801], [0.567, -4.136, -4.689], [0.267, -1.599, -4.409], [-2.755, -1.908, -2.335], [-4.784, -1.958, -3.793], [-5.135, -0.159, -5.464], [-3.679, 1.650, -5.571], [-1.664, 1.930, -4.021], [2.045, -0.424, -3.399], [3.685, 1.116, -4.255], [3.229, 3.651, -4.014], [1.252, 4.344, -2.818], [-0.351, 2.699, -1.884], [-3.822, -0.449, 0.277], [-4.566, 3.037, -0.687], [-2.681, 3.534, -0.288], [-5.316, 3.527, -0.023], [-4.863, 2.239, -1.419], [-2.904, 0.969, 6.403], [-2.393, 0.805, 5.186], [-2.042, -0.516, 4.772], [-1.590, -0.695, 3.478], [-1.483, 0.347, 2.609], [-1.670, 1.617, 3.080], [-2.114, 1.890, 4.358], [-3.021, 0.175, 7.096], [-2.953, 1.804, 6.942], [-2.268, -1.344, 5.405], [-1.193, -1.639, 3.167], [-1.566, 2.431, 2.385], [-2.229, 2.958, 4.585]], "multiplicity": 2, "e_lumo_ev": [-6.3, -6.3], "s_squared": 0.756, "homo_energy_ev": [-13.10, -13.54], "orbital_gap_ha": [0.2502, 0.2662], "total_charge": 2, "de_lowest_kj_mol": 144.5, "largest_force_ev_per_a": 3.900}

***

{"formula": "C43H39O13", "method": "wB97M-V/def2-TZVPD", "species": ["C", "C", "C", "C", "C", "C", "O", "C", "H", "H", "H", "H", "H", "H", "H", "H", "H", "H", "H", "H", "H", "H", "H", "C", "C", "C", "O", "C", "C", "C", "O", "H", "H", "H", "H", "C", "C", "C", "O", "C", "C", "C", "O", "H", "H", "H", "H", "C", "C", "C", "O", "C", "C", "C", "O", "H", "H", "H", "H", "C", "C", "C", "O", "C", "C", "C", "O", "H", "H", "H", "H", "C", "C", "C", "O", "C", "C", "C", "O", "H", "H", "H", "H", "C", "C", "C", "O", "C", "C", "C", "O", "H", "H", "H", "H"], "coordinates": [[0.956, -0.539, -0.489], [2.148, 0.058, -1.195], [3.506, -0.736, -1.254], [3.522, -2.166, -0.706], [3.936, -2.366, 0.757], [2.856, -2.261, 1.839], [2.951, -1.070, 2.610], [4.036, -1.086, 3.493], [0.544, -0.029, 0.376], [0.193, -1.041, -1.087], [2.347, 1.050, -0.786], [1.896, 0.238, -2.252], [4.303, -0.175, -0.748], [3.806, -0.772, -2.307], [2.524, -2.593, -0.860], [4.239, -2.747, -1.297], [4.426, -3.343, 0.842], [4.716, -1.640, 1.012], [2.940, -3.114, 2.532], [1.861, -2.252, 1.393], [5.003, -1.116, 2.974], [3.986, -0.171, 4.075], [4.001, -1.945, 4.182], [0.411, 4.758, 0.997], [1.012, 3.868, 0.205], [1.018, 4.043, -1.278], [1.555, 3.246, -2.018], [0.325, 5.232, -1.837], [-0.292, 6.098, -1.045], [-0.300, 5.929, 0.430], [-0.852, 6.744, 1.139], [0.381, 4.644, 2.073], [1.518, 2.988, 0.585], [0.328, 5.319, -2.915], [-0.823, 6.963, -1.423], [-2.691, -0.120, -4.460], [-2.892, 1.002, -3.775], [-1.762, 1.874, -3.377], [-1.951, 2.914, -2.772], [-0.394, 1.407, -3.698], [-0.196, 0.272, -4.366], [-1.326, -0.555, -4.843], [-1.150, -1.558, -5.506], [-3.497, -0.794, -4.717], [-3.869, 1.312, -3.429], [0.412, 2.021, -3.323], [0.797, -0.103, -4.582], [-3.505, -0.772, 0.737], [-3.309, -0.252, 1.949], [-2.084, 0.503, 2.272], [-1.939, 0.989, 3.401], [-1.099, 0.671, 1.206], [-1.304, 0.175, -0.031], [-2.521, -0.594, -0.345], [-2.739, -1.066, -1.461], [-4.389, -1.347, 0.487], [-4.028, -0.360, 2.751], [-0.205, 1.228, 1.461], [-0.573, 0.288, -0.828], [-9.862, 0.187, 1.074], [-8.899, -0.336, 1.824], [-7.468, -0.237, 1.424], [-6.593, -0.716, 2.107], [-7.154, 0.476, 0.159], [-8.120, 0.998, -0.590], [-9.549, 0.895, -0.197], [-10.429, 1.371, -0.880], [-10.911, 0.129, 1.337], [-9.092, -0.857, 2.753], [-6.105, 0.546, -0.106], [-7.921, 1.524, -1.515], [-0.135, 1.564, 4.904], [-0.341, 0.815, 5.984], [0.662, 0.727, 7.071], [0.474, 0.057, 8.065], [1.916, 1.510, 6.911], [2.128, 2.257, 5.835], [1.120, 2.337, 4.742], [1.315, 3.035, 3.771], [-0.861, 1.639, 4.101], [-1.245, 0.236, 6.123], [2.630, 1.430, 7.722], [3.025, 2.847, 5.697], [3.850, -5.090, -4.490], [4.271, -3.892, -4.095], [5.679, -3.670, -3.674], [6.057, -2.578, -3.318], [6.593, -4.843, -3.687], [6.171, -6.038, -4.086], [4.767, -6.255, -4.527], [4.395, -7.347, -4.898], [2.828, -5.281, -4.795], [3.623, -3.027, -4.039], [7.608, -4.655, -3.360], [6.812, -6.909, -4.112]], "e_lumo_ev": 0.1, "homo_energy_ev": -2.55, "orbital_gap_ha": 0.0960, "total_charge": -1, "largest_force_ev_per_a": 2.828}

***

{"formula": "C43H40F6N6O4P2ReS4", "method": "wB97M-V/def2-TZVPD", "species": ["Re", "F", "C", "F", "F", "S", "O", "O", "N", "S", "O", "O", "C", "F", "F", "F", "C", "S", "C", "C", "C", "N", "P", "C", "C", "C", "C", "C", "C", "C", "C", "C", "C", "C", "C", "P", "C", "C", "C", "C", "C", "C", "C", "C", "C", "C", "C", "C", "H", "H", "H", "H", "H", "H", "H", "H", "H", "H", "H", "H", "H", "H", "H", "H", "H", "H", "H", "H", "H", "H", "H", "H", "H", "H", "H", "H", "H", "S", "C", "N", "N", "C", "C", "C", "C", "C", "C", "N", "N", "C", "C", "C", "C", "C", "C", "H", "H", "H", "H", "H", "H", "H", "H", "H", "H", "H"], "coordinates": [[12.726, 13.871, 12.140], [12.723, 15.272, 16.491], [11.459, 14.952, 16.215], [11.049, 13.983, 17.008], [10.724, 16.038, 16.424], [11.211, 14.494, 14.305], [11.899, 15.578, 13.477], [12.106, 13.208, 14.003], [9.698, 14.201, 14.179], [9.014, 12.952, 13.286], [9.218, 9.783, 12.936], [9.262, 12.893, 11.800], [7.151, 13.599, 13.307], [6.530, 12.842, 14.229], [6.578, 13.346, 12.117], [6.995, 14.886, 13.603], [10.355, 20.496, 6.606], [11.993, 20.632, 7.327], [11.708, 19.870, 8.937], [11.951, 18.388, 8.863], [11.430, 17.694, 10.120], [11.818, 16.288, 10.151], [13.332, 15.614, 10.578], [14.353, 16.977, 11.223], [14.135, 17.485, 12.507], [14.863, 18.629, 12.900], [15.744, 19.293, 12.050], [15.930, 18.790, 10.770], [15.252, 17.633, 10.353], [14.088, 15.092, 9.020], [13.433, 15.222, 7.781], [14.071, 14.815, 6.597], [15.331, 14.246, 6.617], [15.973, 14.111, 7.851], [15.394, 14.563, 9.039], [10.753, 15.061, 10.722], [9.212, 15.914, 11.295], [7.956, 15.684, 10.684], [6.907, 16.563, 10.928], [7.012, 17.560, 11.895], [8.210, 17.706, 12.583], [9.308, 16.904, 12.294], [10.272, 14.226, 9.191], [10.442, 12.865, 8.950], [10.455, 12.390, 7.633], [10.057, 13.222, 6.589], [9.721, 14.546, 6.860], [9.785, 15.040, 8.171], [10.323, 21.160, 5.744], [9.607, 20.841, 7.325], [10.208, 19.473, 6.304], [10.693, 20.100, 9.290], [12.414, 20.350, 9.627], [12.996, 18.193, 8.689], [11.418, 17.993, 7.997], [10.339, 17.733, 10.120], [11.770, 18.228, 11.012], [13.423, 17.052, 13.216], [14.703, 19.055, 13.891], [16.313, 20.166, 12.401], [16.591, 19.285, 10.056], [15.398, 17.238, 9.343], [12.445, 15.681, 7.754], [13.524, 14.967, 5.663], [15.839, 13.941, 5.701], [16.987, 13.710, 7.906], [15.954, 14.569, 9.986], [7.813, 14.801, 10.059], [5.985, 16.430, 10.310], [6.159, 18.245, 12.121], [8.300, 18.449, 13.388], [10.275, 17.095, 12.781], [10.521, 12.201, 9.807], [10.785, 11.358, 7.446], [10.028, 12.823, 5.564], [9.382, 15.219, 6.048], [9.440, 16.055, 8.394], [14.870, 13.918, 12.823], [15.410, 12.471, 11.862], [16.694, 12.287, 11.753], [17.005, 11.019, 11.477], [16.836, 10.285, 10.302], [16.119, 10.658, 9.154], [15.772, 9.677, 8.229], [16.267, 8.369, 8.291], [17.131, 8.055, 9.329], [17.435, 8.991, 10.298], [14.453, 11.778, 11.229], [13.240, 12.182, 11.599], [12.261, 11.089, 11.495], [12.445, 10.259, 10.366], [11.619, 9.151, 10.213], [10.533, 8.934, 11.079], [10.322, 9.815, 12.136], [11.271, 10.819, 12.435], [17.620, 10.548, 12.167], [15.727, 11.667, 9.003], [15.091, 9.952, 7.419], [16.001, 7.619, 7.552], [17.606, 7.065, 9.389], [18.145, 8.737, 11.093], [13.279, 10.477, 9.694], [11.822, 8.387, 9.465], [9.877, 8.072, 10.865], [8.515, 9.232, 12.543], [11.199, 11.365, 13.390]], "multiplicity": 4, "e_lumo_ev": [-6.8, -7.4], "s_squared": 3.989, "homo_energy_ev": [-12.07, -12.07], "orbital_gap_ha": [0.1939, 0.1724], "total_charge": 2, "de_lowest_kj_mol": 18.6, "largest_force_ev_per_a": 3.103}

***

Which formula does entry 1 have? C43H39GeN5O4Tc